Molecular formula: C21H25N11O2PS5SeV
Method: DFT, ωB97M-V with the def2-TZVPD basis set

```
67
Properties=species:S:1:pos:R:3:forces:R:3
Se 2.84486 6.93401 1.37745 -0.095 -0.233 -0.060
V -0.20086 0.10411 -0.15446 -0.317 -2.023 -0.295
S -1.87698 3.80563 -4.65277 -0.090 -0.008 0.352
S 1.50810 -1.78578 1.03946 -0.129 0.055 0.162
S -2.52444 3.77535 -1.62561 -0.039 0.019 0.319
S -3.45577 -2.86676 1.43520 -0.124 -0.133 0.030
S -1.17034 0.61950 -2.22936 -0.242 -0.679 -0.324
P 0.01499 -1.90307 -3.34913 0.631 -2.168 -4.126
O 1.42423 -2.18290 -2.53541 0.650 0.239 0.951
O -1.01626 -1.14950 -2.40642 -0.999 1.782 1.679
N 1.02901 -0.73732 3.55583 -0.023 0.128 -0.092
N 1.54611 1.11469 -0.44583 1.349 1.763 0.304
N 0.32254 -4.58198 -2.61368 0.187 -0.210 0.158
N 1.24732 6.19538 1.70075 0.210 0.172 -0.021
N 2.42306 -1.85074 4.83661 -0.129 0.098 -0.194
N 3.46988 5.47219 0.55354 -0.055 0.267 0.120
N -1.93719 -1.08871 0.44459 -0.554 -0.047 0.028
N 2.06420 -0.88104 -4.82243 0.057 0.303 0.112
N 2.49532 -2.24978 3.52560 0.116 -0.059 0.173
N 0.08005 0.16531 3.10933 -0.062 0.072 0.077
N -0.68297 1.82655 0.74506 0.502 2.010 0.697
C 0.13650 4.06287 1.28705 1.348 -0.634 -0.830
C -3.21778 -0.83390 -0.02036 0.238 0.092 -0.031
C 3.83614 1.46814 -1.08572 0.362 1.411 0.440
C 1.67084 -1.59311 2.70898 -0.071 -0.009 -0.433
C 1.05971 -0.15105 6.01178 0.011 0.000 -0.021
C 2.51380 4.59060 0.56444 -0.185 -0.309 -0.056
C 2.71520 0.69406 -0.98104 -1.067 -0.593 0.110
C -2.04801 3.38052 1.97166 0.751 1.286 0.124
C -4.16498 -1.69148 0.41909 -0.042 -0.004 0.048
C -2.20099 3.79184 -3.13918 0.182 0.009 -0.663
C -0.74710 -3.60829 -2.83694 -0.300 0.546 1.179
C 0.89414 -0.29236 -4.07231 0.518 1.022 0.540
C -1.82993 2.16938 1.38184 0.356 -0.884 -0.534
C 1.52791 -0.91780 4.83419 0.049 -0.108 0.117
C -1.94421 -2.14324 1.22028 0.233 0.059 0.028
C 0.31209 2.78328 0.68962 -2.391 0.232 1.107
C -1.03009 4.36432 1.92365 -1.533 -0.560 0.450
C 1.51429 2.39354 0.05872 2.059 -1.134 -1.240
C 1.27529 4.99427 1.20324 -0.086 -0.332 -0.107
C 2.65202 3.24402 -0.01619 -1.623 0.323 0.649
C 3.80079 2.79070 -0.59320 0.815 -1.252 -0.756
H 1.72899 -1.62873 -5.44871 -0.419 -0.294 0.143
H 2.58307 -0.19547 -5.36500 -0.064 -0.045 0.050
H 0.44477 1.11225 3.11459 0.019 -0.051 0.080
H -2.59931 1.40635 1.40226 0.074 -0.035 -0.047
H -0.00564 -0.31017 6.18386 -0.003 -0.011 0.010
H 1.29700 0.41742 -3.34948 0.376 0.316 -0.220
H 2.67646 -1.32776 -4.13546 -0.076 -0.049 -0.004
H 3.14210 -2.96909 3.24922 0.003 -0.006 0.004
H -1.28026 -3.42380 -1.89975 -0.096 -0.459 0.184
H -1.16115 5.33517 2.38247 -0.009 -0.003 -0.015
H -5.21791 -1.69239 0.19444 0.007 -0.008 -0.022
H 4.66563 3.43828 -0.65271 -0.006 -0.010 0.004
H 0.05896 -5.27785 -1.92929 0.016 -0.054 -0.101
H 1.42984 -3.13974 -2.29109 -0.150 -0.032 -0.071
H -0.76044 0.10727 3.67145 0.015 -0.024 -0.012
H -2.99436 3.57848 2.45405 0.019 0.023 0.018
H 1.60969 -0.48499 6.88705 0.001 0.005 -0.002
H -1.04825 -2.54123 1.67406 -0.003 0.016 -0.035
H 2.71989 -0.33586 -1.32282 -0.112 0.040 -0.041
H 4.73820 1.05825 -1.51656 -0.019 0.023 -0.026
H 0.57736 -5.07132 -3.46192 -0.029 0.055 -0.038
H -3.36260 -0.01031 -0.70348 0.021 -0.020 -0.042
H -1.46384 -3.89909 -3.60406 -0.007 0.048 -0.056
H 0.24867 0.19469 -4.79680 -0.036 0.061 0.060
H 1.22571 0.91778 5.87269 0.010 0.006 0.008
```
Forces are in eV/Å.

Calculated values
- total charge = +1
- Kohn-Sham gap (alpha / beta) (eV) = 3.22 / 3.01
- HOMO (alpha / beta) (eV) = -6.7 / -6.7
- ⟨S²⟩ = 3.7765
- energy above the lowest of the compared OMol25 structures with the same formula, charge and spin (kJ/mol) = 570.6
- spin multiplicity = 4
- total energy (eV) = -197161.4154

***

Molecular formula: C4H6N2O
Method: DFT, ωB97M-V with the def2-TZVPD basis set

```
13
Properties=species:S:1:pos:R:3:forces:R:3
O 0.46849 -1.28770 0.03730 1.053 0.143 1.116
N -1.93333 0.86375 -1.40138 -1.075 1.242 -2.768
N -0.16998 0.81989 0.14601 0.397 0.045 0.605
C 0.61692 -0.08313 0.63145 0.016 -0.141 -0.201
C -0.90666 0.16718 -0.81464 -0.007 0.563 0.171
C -0.49045 -1.09861 -0.88867 -0.552 -0.525 -0.734
C 1.62206 0.06390 1.71403 -0.212 -1.240 -0.053
H -0.72643 -1.94070 -1.48567 -0.294 -0.403 -0.382
H 1.57258 1.08181 2.03151 0.273 0.615 0.291
H -2.38869 0.37003 -2.24143 1.163 1.238 1.822
H 2.61695 -0.22261 1.33789 -0.282 0.252 0.269
H -1.64179 1.87133 -1.63090 -0.713 -2.225 0.385
H 1.36032 -0.60514 2.56450 0.232 0.436 -0.523
```
Forces are in eV/Å.

Calculated values
- Kohn-Sham gap (eV) = 9.10
- HOMO (eV) = -8.1
- SMILES string = Cc1nc(N)co1
- energy above the lowest of the compared OMol25 structures with the same formula, charge and spin (kJ/mol) = 88.6
- total energy (eV) = -9272.5834

***

Molecular formula: C4H8NO2
Method: DFT, ωB97M-V with the def2-TZVPD basis set

```
15
Properties=species:S:1:pos:R:3:forces:R:3
O 1.33854 -0.14700 0.35681 0.409 -0.595 0.662
O -1.35102 0.25094 -2.06703 -0.107 -0.201 -0.624
N -1.02583 0.50675 -0.84011 0.431 -1.677 1.363
C 0.04163 1.43095 -0.72999 1.173 1.207 0.847
C -0.56215 -1.72675 0.85394 -0.521 -1.622 -0.231
C 0.26985 -0.91023 -0.08815 -1.777 0.483 -0.881
C 0.80280 1.14921 0.58058 2.009 0.913 -2.844
H -0.68699 -1.26485 1.85048 -0.154 -0.088 -0.483
H 0.27246 1.15982 1.47962 -1.162 0.338 1.451
H 0.43761 -1.45361 -1.00645 0.467 0.093 -0.382
H -1.54249 -1.71357 0.25137 0.973 -0.444 1.347
H -0.28266 2.50388 -0.78593 -0.008 -0.697 -0.019
H 0.82872 1.24372 -1.48831 -0.400 0.298 -0.221
H 1.68334 1.85056 0.57444 -0.736 -0.483 0.561
H -0.22382 -2.87983 1.05871 -0.596 2.476 -0.547
```
Forces are in eV/Å.

Calculated values
- total charge = -1
- Kohn-Sham gap (eV) = 5.70
- HOMO (eV) = -1.5
- energy above the lowest of the compared OMol25 structures with the same formula, charge and spin (kJ/mol) = 586.7
- total energy (eV) = -9858.7061

***

Molecular formula: C10H33AgN9O6
Method: DFT, ωB97M-V with the def2-TZVPD basis set

```
59
Properties=species:S:1:pos:R:3:forces:R:3
Ag -0.04569 0.38738 -0.34639 -0.433 -0.354 0.360
O 2.20439 0.83520 -0.02745 0.991 0.287 0.008
O 1.01699 -2.11303 -1.37715 0.543 -0.468 -0.363
O -0.66266 0.01684 4.94741 -0.064 0.623 -0.169
O -2.10834 -1.04454 -1.04973 -0.096 -0.375 -0.356
O -0.17487 1.12416 -2.67198 0.103 0.133 -0.701
O -1.05162 2.65883 0.15908 -0.502 1.018 -0.511
N 2.76808 1.87411 -1.95809 -0.485 -0.128 0.574
N -0.46958 -0.24178 2.10547 -0.083 -0.058 1.198
N 4.40212 0.97869 -0.61856 0.484 -0.237 0.173
N 0.51994 -0.65704 -3.88596 0.060 0.264 -0.916
N 0.14768 1.37153 -4.90453 0.097 -0.046 -0.183
N 2.31863 -3.66200 -0.39045 -0.321 0.281 -0.273
N -1.75435 -2.97967 -2.19601 0.132 -0.092 -0.653
N 3.14208 -2.48506 -2.18768 -0.622 -0.411 0.804
N -3.89237 -2.33502 -1.60243 0.153 0.263 -0.184
C -0.61162 -0.31464 6.30153 0.016 -1.182 0.786
C 2.09762 -2.72932 -1.33147 -0.352 1.105 -0.529
C 0.12510 0.62620 -3.77156 -0.093 0.437 1.546
C -2.90272 -0.44592 1.98586 -0.627 0.219 -0.166
C -1.73610 -0.55807 4.23752 0.824 -0.304 -0.607
C -1.74315 0.04296 2.82417 0.023 0.374 -0.314
C -0.76374 3.96696 0.68729 0.421 -0.036 1.551
C 3.08270 1.20479 -0.81808 -0.439 -0.211 -0.027
C 0.67975 4.36115 0.43307 -0.588 -0.193 -1.188
C -2.54760 -2.03359 -1.63779 -0.176 -0.034 1.270
H -2.68498 -1.35356 1.41942 0.100 -0.280 0.506
H 4.74366 0.56129 0.22745 -0.350 -0.100 0.082
H 3.91712 -3.11318 -2.12015 0.370 0.136 -0.444
H -3.17250 0.24057 1.18072 0.176 0.292 0.220
H 0.79299 4.33646 -0.65791 0.331 -0.041 0.063
H 0.47259 -1.29983 -3.10816 0.050 0.102 0.211
H 0.17662 0.26389 6.77242 -0.074 0.138 -0.002
H -1.47382 4.71609 0.32978 0.058 -0.128 -0.258
H -1.76544 1.13093 2.93734 -0.213 -0.025 -0.044
H 3.41099 1.98892 -2.71395 -0.007 0.202 -0.150
H -1.60485 2.88212 -0.59893 0.049 -0.742 -0.146
H 1.55325 -3.75959 0.25585 0.409 -0.414 0.221
H -1.49229 -1.62422 4.08926 -0.543 -0.177 0.348
H 3.02860 -1.86902 -2.96889 -0.039 0.034 -0.032
H 3.19591 -4.13835 -0.35760 -0.043 -0.346 0.527
H -2.66147 -0.40891 4.80031 -0.173 -0.114 -0.262
H 0.20597 0.11378 2.78998 0.400 -0.043 -0.619
H -0.92669 3.90040 1.76984 -0.050 0.017 -0.095
H -3.78192 -0.56284 2.62502 -0.054 -0.222 -0.191
H -4.44282 -1.90873 -0.88165 -0.019 0.351 -0.165
H 0.89725 5.38735 0.72217 0.060 -0.113 0.399
H 5.09514 1.19021 -1.30932 -0.027 0.237 -0.097
H -0.08941 2.34503 -4.86479 -0.137 -0.034 0.132
H -1.55150 -0.23025 6.86295 -0.146 0.751 -0.358
H -2.15408 -3.75498 -2.69087 0.016 -0.101 0.142
H 0.76086 -0.93983 -4.81673 0.025 -0.631 0.085
H 0.25846 0.94564 -5.80359 -0.013 0.045 -0.153
H -0.75525 -2.95134 -2.05341 -0.082 0.318 0.034
H -4.35552 -2.96955 -2.22312 0.158 -0.216 0.001
H -0.36347 -1.25582 2.18932 0.141 0.071 -0.346
H 1.34725 3.61823 0.86450 0.140 0.198 0.129
H 1.77529 2.05292 -2.04305 0.137 -0.067 -0.518
H -0.39661 -1.38292 6.46968 0.385 0.026 -0.353
```
Forces are in eV/Å.

Calculated values
- total charge = +1
- Kohn-Sham gap (eV) = 8.87
- HOMO (eV) = -10.9
- energy above the lowest of the compared OMol25 structures with the same formula, charge and spin (kJ/mol) = 0.0
- total energy (eV) = -40599.5658